5 unconnected molecules or ions with the total composition C42H98BN8O6S at a distorted geometry. Source: OMol25; level of theory: ωB97M-V/def2-TZVPD.

Geometry (Å):
C 3.54 1.27 4.26
C 2.66 0.64 3.18
O 2.50 1.49 2.05
C 1.62 2.57 2.30
C 0.15 2.14 2.26
C -0.74 2.94 1.30
S -1.33 4.48 2.07
C 0.07 5.35 2.71
O -1.98 5.27 1.06
O -2.09 4.00 3.19
C -2.04 2.13 1.04
N -1.69 1.42 -0.20
C -0.50 1.88 -0.66
N 0.18 1.26 -1.59
B -0.25 -0.02 -2.29
N -0.25 -0.03 -3.69
O -0.62 -1.09 -1.55
N -0.06 3.01 -0.02
C -0.08 4.25 -0.85
C 0.92 4.21 -2.01
C 1.20 5.62 -2.56
C 1.15 5.67 -4.09
C 2.25 4.81 -4.75
C 3.30 5.64 -5.53
C 3.87 4.91 -6.74
C 4.60 3.63 -6.37
O 4.85 2.89 -7.58
C 5.91 2.03 -7.54
C 5.59 0.70 -8.16
O 6.96 2.33 -7.06
H 4.31 0.58 4.60
H 4.02 2.17 3.86
H 2.92 1.58 5.10
H 3.10 -0.28 2.80
H 1.69 0.36 3.60
H 1.85 3.01 3.28
H 1.84 3.32 1.55
H -0.31 2.18 3.25
H 0.12 1.10 1.93
H 0.87 5.43 1.98
H -0.32 6.32 3.02
H 0.41 4.80 3.58
H -2.22 1.44 1.86
H -2.91 2.76 0.86
H -2.42 1.24 -0.88
H 1.06 1.70 -1.83
H 0.40 0.57 -4.18
H -0.24 -0.95 -4.11
H -1.01 -0.91 -0.69
H 0.16 5.08 -0.20
H -1.09 4.40 -1.26
H 0.51 3.60 -2.82
H 1.84 3.71 -1.68
H 0.48 6.33 -2.14
H 2.19 5.93 -2.24
H 0.17 5.29 -4.40
H 1.25 6.70 -4.42
H 2.77 4.21 -3.99
H 1.80 4.11 -5.45
H 2.85 6.57 -5.86
H 4.13 5.90 -4.87
H 4.58 5.56 -7.26
H 3.07 4.65 -7.45
H 5.55 3.86 -5.89
H 4.00 3.01 -5.71
H 5.10 0.07 -7.42
H 4.91 0.83 -9.01
H 6.50 0.23 -8.50
C -2.27 -3.96 -2.40
C -2.87 -4.65 -1.18
N -3.90 -3.84 -0.54
C -4.27 -4.32 0.78
C -4.94 -5.70 0.88
C -4.99 -3.42 -1.41
C -5.79 -4.50 -2.14
H -1.92 -2.96 -2.15
H -1.42 -4.54 -2.77
H -2.98 -3.88 -3.22
H -2.08 -4.81 -0.44
H -3.23 -5.65 -1.47
H -4.93 -3.57 1.24
H -3.37 -4.34 1.39
H -5.98 -5.67 0.53
H -4.97 -6.02 1.92
H -4.40 -6.46 0.31
H -4.58 -2.74 -2.16
H -5.67 -2.81 -0.80
H -5.13 -5.24 -2.61
H -6.39 -4.05 -2.93
H -6.47 -5.04 -1.48
C -3.16 -0.10 -6.38
C -2.80 -0.96 -7.58
N -1.94 -2.08 -7.24
C -1.35 -2.73 -8.40
C -2.28 -3.43 -9.39
C -2.44 -2.96 -6.20
C -3.81 -3.62 -6.41
H -2.26 0.22 -5.85
H -3.70 0.79 -6.71
H -3.80 -0.62 -5.67
H -2.26 -0.35 -8.30
H -3.73 -1.27 -8.08
H -0.61 -3.45 -8.04
H -0.78 -1.97 -8.94
H -2.68 -4.36 -8.99
H -1.73 -3.68 -10.30
H -3.12 -2.79 -9.68
H -2.48 -2.39 -5.27
H -1.69 -3.73 -6.03
H -4.56 -2.91 -6.76
H -4.17 -4.03 -5.46
H -3.77 -4.45 -7.12
C 2.46 4.36 6.40
C 3.78 3.95 7.03
N 4.70 5.06 7.18
C 6.06 4.65 7.49
C 6.32 3.93 8.82
C 4.19 6.20 7.94
C 3.69 5.95 9.37
H 2.63 4.89 5.46
H 1.86 3.47 6.19
H 1.87 5.00 7.05
H 4.27 3.22 6.38
H 3.57 3.43 7.97
H 6.70 5.54 7.43
H 6.39 4.00 6.68
H 6.26 4.61 9.67
H 7.32 3.50 8.81
H 5.61 3.12 8.98
H 3.37 6.64 7.36
H 4.98 6.96 7.95
H 3.04 5.08 9.42
H 3.12 6.81 9.71
H 4.51 5.80 10.07
C -4.67 -6.91 5.44
C -3.34 -7.04 6.16
N -2.44 -7.98 5.52
C -1.29 -8.34 6.34
C -0.28 -7.25 6.69
C -2.16 -7.73 4.12
C -1.58 -6.37 3.73
H -5.13 -7.89 5.31
H -5.35 -6.30 6.03
H -4.57 -6.44 4.46
H -3.51 -7.40 7.17
H -2.90 -6.03 6.27
H -0.77 -9.17 5.85
H -1.69 -8.76 7.27
H 0.34 -6.97 5.84
H 0.39 -7.61 7.48
H -0.77 -6.35 7.07
H -3.09 -7.87 3.56
H -1.50 -8.53 3.76
H -2.11 -5.55 4.20
H -1.67 -6.24 2.64
H -0.52 -6.28 3.97

Molar mass (g/mol): 854.175
E_HOMO (Eh): -0.344
Charge: +1
Energy relative to the best compared isomer or geometry (same formula, charge and spin) (eV): 0.000